C66H73N3O5Se2SiTeV | the ωB97M-V functional and the def2-TZVPD basis

Computed properties:
HOMO (spin up / spin down) in eV: -0.94 / -2.62
Maximum force in Eh/bohr: 0.030
Energy above the lowest of the compared OMol25 structures with the same formula, charge and spin in kcal per mole: 10.74
⟨S²⟩: 3.764

ORCA input file:
```
! RIJCOSX wB97M-V def2-TZVPD def2/J DEFGRID3
* xyz -2 4
V -0.347 0.238 -0.752
C 3.377 5.875 2.116
C 1.986 5.756 2.745
C 2.161 5.484 4.247
C 1.258 7.093 2.541
C 1.173 4.622 2.124
C 1.692 3.742 1.193
C 0.916 2.712 0.681
Se 1.762 1.500 -0.550
C 2.460 0.340 0.834
C 3.702 0.522 1.394
C 4.105 -0.266 2.469
C 3.181 -1.182 2.963
C 1.903 -1.374 2.446
C 1.530 -0.627 1.294
O 0.406 -0.772 0.666
C 0.988 -2.403 3.134
C -0.497 -2.305 2.748
C 1.050 -2.210 4.660
C 1.486 -3.809 2.762
C 5.496 -0.071 3.071
C 5.808 -1.098 4.162
C 6.556 -0.215 1.969
C 5.590 1.331 3.693
C -0.433 2.485 1.040
O -1.126 1.513 0.515
C -0.956 3.390 2.024
C -0.151 4.403 2.512
C -2.388 3.226 2.528
C -3.347 3.440 1.348
C -2.541 1.818 3.129
C -2.764 4.232 3.621
H 3.912 6.719 2.559
H 3.303 6.039 1.040
H 3.962 4.971 2.292
H 2.754 6.271 4.725
H 2.670 4.528 4.390
H 1.193 5.431 4.746
H 1.849 7.917 2.952
H 0.284 7.092 3.031
H 1.099 7.271 1.476
H 2.710 3.815 0.835
H 4.350 1.289 0.983
H 3.467 -1.780 3.819
H -0.878 -1.294 2.903
H -1.075 -2.990 3.377
H -0.668 -2.567 1.710
H 0.799 -1.179 4.915
H 2.035 -2.437 5.071
H 0.326 -2.871 5.144
H 1.424 -3.944 1.681
H 0.872 -4.575 3.246
H 2.526 -3.953 3.067
H 5.730 -2.114 3.771
H 5.126 -0.991 5.007
H 6.825 -0.949 4.533
H 6.475 -1.194 1.494
H 7.562 -0.104 2.388
H 6.424 0.538 1.192
H 4.851 1.436 4.489
H 5.392 2.100 2.945
H 6.585 1.504 4.116
H -0.574 5.075 3.249
H -3.071 2.797 0.516
H -3.286 4.472 0.996
H -4.381 3.221 1.636
H -2.339 1.058 2.378
H -3.555 1.672 3.512
H -1.835 1.689 3.955
H -2.720 5.259 3.251
H -2.113 4.138 4.493
H -3.790 4.035 3.941
O -1.977 -0.834 -1.109
N -2.224 -0.067 -2.204
O -1.333 0.905 -2.195
Te -4.165 0.012 -0.034
C -4.278 -2.099 0.218
C -4.490 -2.629 1.486
C -4.463 -4.002 1.688
C -4.229 -4.857 0.620
C -4.024 -4.333 -0.649
C -4.043 -2.960 -0.848
C -6.220 0.090 0.734
C -6.561 0.467 2.031
C -7.884 0.496 2.453
C -8.901 0.143 1.579
C -8.584 -0.246 0.284
C -7.259 -0.270 -0.125
H -4.670 -1.961 2.320
H -4.607 -4.406 2.684
H -4.197 -5.929 0.779
H -3.835 -4.996 -1.485
H -3.851 -2.544 -1.829
H -5.771 0.743 2.721
H -8.126 0.796 3.467
H -9.936 0.176 1.902
H -9.374 -0.524 -0.405
H -7.010 -0.577 -1.136
C -0.331 2.298 -4.826
N -1.765 2.194 -4.707
C -2.488 2.758 -3.700
Se -2.043 4.186 -2.681
N -3.723 2.195 -3.731
C -3.778 1.212 -4.697
C -4.790 0.370 -5.118
C -4.503 -0.489 -6.175
C -3.248 -0.507 -6.772
C -2.228 0.338 -6.347
C -2.523 1.208 -5.312
H -0.013 3.201 -4.311
H -0.052 2.349 -5.880
H 0.139 1.430 -4.356
H -4.383 2.340 -2.987
H -5.757 0.363 -4.634
H -5.272 -1.161 -6.536
H -3.060 -1.199 -7.585
H -1.238 0.294 -6.780
O 0.708 -0.851 -2.148
Si 1.731 -1.959 -2.560
C 1.745 -2.153 -4.462
C 2.900 -2.115 -5.241
C 2.841 -2.216 -6.626
C 1.616 -2.367 -7.260
C 0.454 -2.416 -6.500
C 0.522 -2.303 -5.120
C 1.220 -3.668 -1.915
C 1.803 -4.855 -2.360
C 1.355 -6.088 -1.906
C 0.300 -6.150 -1.003
C -0.302 -4.980 -0.562
C 0.156 -3.750 -1.014
C 3.558 -1.648 -2.108
C 4.090 -0.371 -2.292
C 5.424 -0.093 -2.033
C 6.273 -1.106 -1.608
C 5.768 -2.384 -1.420
C 4.424 -2.643 -1.655
H 3.865 -2.001 -4.757
H 3.753 -2.170 -7.211
H 1.570 -2.444 -8.341
H -0.508 -2.542 -6.986
H -0.387 -2.319 -4.526
H 2.609 -4.809 -3.087
H 1.821 -7.002 -2.258
H -0.060 -7.113 -0.659
H -1.137 -5.026 0.129
H -0.320 -2.830 -0.689
H 3.441 0.422 -2.646
H 5.801 0.916 -2.161
H 7.321 -0.901 -1.424
H 6.423 -3.180 -1.083
H 4.036 -3.639 -1.474
*
```

These are the Löwdin partial charges, in e, on atoms 1 to 4:
1 V 0.7214
2 C -0.0738
3 C -0.5614
4 C -0.0528

C66H87ClO6S | the ωB97M-V functional and the def2-TZVPD basis

Computed properties:
HOMO in eV: -8.95
Maximum force in Eh/bohr: 0.028
SMILES string: COCCCCCCC[C@@H]1OS(=O)(=O)C[C@H](CCOCCOc2ccc(C(C)(C)CC(C)(C)C)cc2)[C@H]1Cl.c1ccccc1.c1ccccc1.c1ccccc1.c1ccccc1.c1ccccc1.c1ccccc1

ORCA input file:
```
! RIJCOSX wB97M-V def2-TZVPD def2/J DEFGRID3
* xyz 0 1
C 0.565 -6.711 -1.787
O 0.341 -6.177 -3.064
C -0.760 -5.270 -3.081
C -0.965 -4.840 -4.510
C -2.217 -3.980 -4.750
C -3.421 -4.355 -3.881
C -4.678 -3.655 -4.379
C -5.830 -3.583 -3.370
C -5.520 -3.011 -1.990
C -5.329 -1.505 -1.950
O -4.352 -1.052 -2.927
S -2.876 -0.796 -2.419
O -2.293 -2.000 -1.904
O -2.190 -0.157 -3.497
C -3.047 0.373 -1.070
C -4.500 0.467 -0.592
C -4.625 1.157 0.771
C -3.808 2.449 0.912
O -3.092 2.539 2.126
C -2.031 1.608 2.168
C -1.097 1.930 3.306
O -0.223 0.823 3.553
C 0.850 0.791 2.683
C 0.794 -0.010 1.542
C 1.868 -0.039 0.637
C 3.030 0.717 0.845
C 4.198 0.751 -0.147
C 4.147 -0.515 -1.029
C 5.528 0.679 0.601
C 3.990 1.983 -1.102
C 5.003 3.129 -1.129
C 5.139 3.863 0.210
C 6.379 2.729 -1.712
C 4.400 4.170 -2.113
C 3.072 1.498 2.018
C 2.004 1.530 2.924
C -5.017 -0.979 -0.553
Cl -6.480 -1.168 0.450
H -0.368 -6.954 -1.278
H 1.156 -6.032 -1.168
H 1.129 -7.634 -1.886
H -0.507 -4.402 -2.465
H -1.621 -5.789 -2.659
H -0.986 -5.690 -5.188
H -0.102 -4.230 -4.774
H -1.997 -2.929 -4.569
H -2.519 -4.089 -5.791
H -3.563 -5.436 -3.942
H -3.175 -4.097 -2.856
H -4.430 -2.678 -4.783
H -5.048 -4.234 -5.226
H -6.665 -3.048 -3.821
H -6.178 -4.605 -3.219
H -4.677 -3.505 -1.511
H -6.386 -3.210 -1.363
H -6.275 -1.049 -2.236
H -2.416 -0.031 -0.285
H -2.653 1.306 -1.448
H -5.071 0.974 -1.371
H -5.671 1.408 0.909
H -4.382 0.426 1.538
H -4.495 3.289 0.905
H -3.114 2.608 0.085
H -1.477 1.662 1.226
H -2.392 0.582 2.287
H -1.613 2.150 4.235
H -0.485 2.797 3.059
H -0.082 -0.610 1.344
H 1.744 -0.663 -0.232
H 5.061 -0.623 -1.604
H 4.031 -1.382 -0.380
H 3.281 -0.505 -1.683
H 5.613 1.454 1.352
H 6.385 0.676 -0.061
H 5.547 -0.260 1.154
H 3.032 2.435 -0.849
H 3.885 1.611 -2.119
H 5.989 3.450 0.755
H 4.265 3.733 0.838
H 5.378 4.913 0.076
H 7.118 2.539 -0.941
H 6.734 3.483 -2.406
H 6.250 1.825 -2.306
H 4.004 3.686 -3.003
H 5.139 4.914 -2.390
H 3.581 4.688 -1.613
H 3.954 2.088 2.204
H 2.084 2.139 3.814
H -4.263 -1.614 -0.091
C -4.677 1.911 8.071
C -4.066 0.808 7.494
C -3.849 0.774 6.123
C -4.233 1.846 5.329
C -4.841 2.953 5.909
C -5.066 2.983 7.278
H -4.850 1.938 9.139
H -3.760 -0.027 8.111
H -3.378 -0.091 5.672
H -4.057 1.821 4.261
H -5.140 3.791 5.292
H -5.545 3.843 7.729
C 1.114 -4.908 -8.296
C 0.768 -4.964 -9.639
C 0.565 -6.193 -10.252
C 0.700 -7.364 -9.520
C 1.042 -7.308 -8.176
C 1.253 -6.080 -7.565
H 1.277 -3.950 -7.818
H 0.659 -4.050 -10.208
H 0.301 -6.237 -11.301
H 0.538 -8.322 -9.998
H 1.146 -8.221 -7.604
H 1.523 -6.036 -6.517
C -10.352 2.704 3.992
C -9.815 1.778 3.107
C -8.525 1.305 3.302
C -7.774 1.749 4.380
C -8.309 2.679 5.259
C -9.597 3.157 5.068
H -11.357 3.075 3.842
H -10.402 1.427 2.267
H -8.090 0.585 2.620
H -6.770 1.377 4.529
H -7.720 3.029 6.096
H -10.014 3.884 5.753
C 7.085 -4.773 -8.207
C 5.973 -5.189 -8.926
C 4.731 -5.258 -8.310
C 4.601 -4.903 -6.974
C 5.713 -4.485 -6.255
C 6.955 -4.423 -6.870
H 8.053 -4.723 -8.688
H 6.074 -5.461 -9.969
H 3.863 -5.587 -8.868
H 3.633 -4.953 -6.494
H 5.610 -4.208 -5.213
H 7.822 -4.101 -6.308
C 3.121 7.436 4.451
C 2.684 6.370 3.678
C 3.548 5.322 3.391
C 4.846 5.335 3.883
C 5.281 6.400 4.659
C 4.421 7.451 4.941
H 2.449 8.255 4.674
H 1.670 6.355 3.298
H 3.208 4.490 2.786
H 5.517 4.514 3.664
H 6.290 6.406 5.050
H 4.761 8.281 5.547
C 4.246 5.266 8.588
C 4.823 4.542 9.622
C 5.048 3.180 9.475
C 4.702 2.544 8.292
C 4.126 3.269 7.257
C 3.895 4.629 7.406
H 4.068 6.328 8.703
H 5.099 5.039 10.543
H 5.494 2.615 10.284
H 4.880 1.482 8.175
H 3.858 2.773 6.332
H 3.444 5.193 6.599
*
```

These are the Löwdin partial charges, in e, on atoms 1 to 4:
1 C -0.1278
2 O -0.1915
3 C -0.2401
4 C -0.1681